Record 1
The following is a DFT calculation (the ωB97M-V functional and the def2-TZVPD basis) of C26H37N4O5RuS2 as an isolated structure in a non-equilibrium geometry.

## Properties
* net charge: +2
* LUMO level (alpha / beta): -8.75 / -8.22 eV
* <S²>: 0.946
* Kohn-Sham gap (alpha / beta): 5.95 / 6.52 eV
* multiplicity: 2

CARTESIAN COORDINATES (ANGSTROEM)
Ru -0.64 -0.70 0.13
N -1.04 -0.39 2.51
C -0.99 -1.70 3.15
C -1.90 -2.66 2.39
N -1.35 -2.83 1.04
H -0.31 0.22 2.88
H -1.95 0.04 2.67
H -1.29 -1.65 4.21
H 0.04 -2.07 3.11
H -2.90 -2.22 2.30
H -1.98 -3.61 2.92
H -1.98 -3.38 0.45
H -0.46 -3.33 1.07
O -0.50 -0.14 -2.11
S -0.90 -0.68 -3.45
C -2.24 0.47 -4.08
C -3.03 1.16 -2.98
C -2.26 2.33 -2.35
C -3.09 3.03 -1.29
S -2.91 2.22 0.37
O -2.48 0.80 0.12
C -1.40 3.11 0.83
C -0.14 2.56 0.63
C 0.97 3.33 0.92
C 0.83 4.62 1.41
C -0.43 5.16 1.61
C -1.55 4.40 1.31
C -2.00 -2.08 -3.11
C -2.22 -3.01 -4.12
C -3.12 -4.04 -3.90
C -3.79 -4.13 -2.69
C -3.56 -3.20 -1.69
C -2.65 -2.18 -1.89
H -2.88 -0.17 -4.69
H -1.74 1.20 -4.72
H -3.32 0.45 -2.21
H -3.95 1.54 -3.44
H -2.00 3.04 -3.14
H -1.33 1.96 -1.91
H -4.15 3.03 -1.53
H -2.76 4.06 -1.14
H -0.03 1.54 0.24
H 1.96 2.94 0.75
H 1.71 5.21 1.62
H -0.54 6.16 1.98
H -2.54 4.82 1.45
H -1.69 -2.91 -5.06
H -3.31 -4.76 -4.68
H -4.51 -4.92 -2.53
H -4.12 -3.25 -0.77
H -2.48 -1.42 -1.11
C 4.11 1.53 -0.56
C 4.54 1.23 0.87
C 3.96 -0.09 1.42
C 4.56 -0.38 2.81
C 4.05 -1.67 3.44
C 4.36 -1.22 0.48
O 5.50 -1.53 0.30
N 3.33 -1.89 -0.17
C 2.01 -1.59 -0.05
O 1.14 -2.23 -0.65
N 1.62 -0.59 0.77
C 2.44 0.11 1.58
O 2.00 0.89 2.39
H 4.54 2.48 -0.88
H 3.03 1.60 -0.66
H 4.47 0.76 -1.23
H 4.23 2.04 1.55
H 5.63 1.17 0.91
H 4.35 0.47 3.47
H 5.65 -0.45 2.70
H 2.98 -1.62 3.61
H 4.54 -1.82 4.39
H 4.27 -2.52 2.81
H 3.59 -2.66 -0.79

Record 2
The following is a DFT calculation (the ωB97M-V functional and the def2-TZVPD basis) of an isolated molecule of C26H37N5O.

## Properties
* LUMO level: 0.61 eV
* energy relative to the best compared isomer or geometry (same formula, charge and spin): 8.9 kcal/mol
* SMILES: CCN(CC)CCNC(=O)CCc1c(C)nc2c(c(C)nn2-c2ccc(C)c(C)c2)c1C
* Kohn-Sham gap: 8.39 eV

CARTESIAN COORDINATES (ANGSTROEM)
C -2.12 -4.89 0.27
H -3.02 -5.35 -0.13
H -2.02 -5.16 1.32
H -1.27 -5.28 -0.28
C -2.16 -3.36 0.13
N -3.09 -2.76 1.07
C -2.76 -1.42 1.46
H -1.83 -1.46 2.05
C -2.55 -0.38 0.33
N -2.31 0.93 0.88
C -3.16 1.97 0.71
O -4.23 1.86 0.13
C -2.65 3.28 1.26
H -3.50 3.93 1.46
H -2.12 3.10 2.20
C -1.72 3.98 0.24
C -0.62 3.06 -0.21
C -0.75 2.31 -1.37
C 0.26 1.37 -1.63
C 1.35 1.29 -0.72
N 1.50 2.05 0.35
C 0.54 2.92 0.60
C 0.77 3.77 1.81
H 1.72 3.49 2.25
H -0.01 3.65 2.55
H 0.82 4.82 1.53
N 2.17 0.30 -1.17
N 1.67 -0.25 -2.29
C 0.55 0.36 -2.60
C -0.21 -0.07 -3.80
H -1.22 -0.38 -3.53
H 0.30 -0.91 -4.26
H -0.28 0.73 -4.53
C 3.38 -0.16 -0.65
C 3.93 0.40 0.50
C 5.14 -0.06 1.00
C 5.81 -1.10 0.36
C 5.25 -1.65 -0.79
C 4.05 -1.20 -1.29
H 3.62 -1.63 -2.18
H 5.76 -2.46 -1.29
C 7.12 -1.61 0.88
H 7.86 -0.81 0.90
H 7.01 -1.98 1.90
H 7.49 -2.42 0.26
C 5.71 0.57 2.24
H 6.69 1.00 2.03
H 5.06 1.36 2.61
H 5.84 -0.18 3.02
H 3.41 1.21 0.99
C -1.90 2.49 -2.31
H -1.93 3.52 -2.67
H -1.80 1.84 -3.17
H -2.84 2.27 -1.83
H -1.31 4.88 0.70
H -2.33 4.28 -0.61
H -1.44 1.08 1.36
H -3.45 -0.30 -0.29
H -1.70 -0.67 -0.30
H -3.55 -1.05 2.12
C -4.50 -3.04 0.85
C -5.18 -2.40 -0.36
H -6.16 -2.84 -0.49
H -5.30 -1.33 -0.23
H -4.60 -2.58 -1.27
H -5.03 -2.72 1.76
H -4.60 -4.12 0.78
H -1.17 -2.97 0.37
H -2.38 -3.10 -0.92

Record 3
The following is a DFT calculation (the ωB97M-V functional and the def2-TZVPD basis) of C26H38BF20NO18S2Zr as an isolated structure in a non-equilibrium geometry.

## Properties
* LUMO level: -2.00 eV
* energy relative to the best compared isomer or geometry (same formula, charge and spin): 0.0 kcal/mol
* Kohn-Sham gap: 7.01 eV

CARTESIAN COORDINATES (ANGSTROEM)
Zr -1.60 0.50 1.50
N -0.91 -0.01 -0.38
S -1.40 -0.46 -1.86
O -1.29 -1.89 -2.12
O -1.34 0.47 -2.97
F -2.97 -0.32 -1.51
S 0.67 -0.14 -1.12
O 1.20 1.13 -1.61
O 1.25 -1.39 -1.49
F 1.27 -0.27 0.28
B -3.43 -0.69 1.68
H -4.29 -1.34 1.62
H -2.95 -0.78 0.72
H -3.72 0.34 1.81
H -2.76 -0.95 2.48
O -2.14 1.74 3.27
C -1.38 1.48 4.38
C -0.11 0.46 4.13
O -0.08 -0.24 2.87
H -2.05 1.14 5.17
H -1.06 2.40 4.86
H -0.22 -0.36 4.84
H 0.90 0.78 4.37
C -5.61 4.57 2.38
C -4.57 3.57 1.82
O -4.41 3.75 0.39
C -3.62 2.98 -0.37
O -2.93 2.14 0.17
C -3.81 3.11 -1.94
F -4.75 4.05 -2.23
F -2.74 3.49 -2.63
F -4.17 1.96 -2.43
H -6.60 4.51 1.94
H -5.25 5.60 2.40
H -5.84 4.27 3.41
H -5.09 2.63 1.98
H -3.63 3.64 2.36
C 3.61 3.26 2.38
C 2.24 2.75 2.16
O 1.53 3.61 1.26
C 0.46 3.21 0.71
O -0.21 2.20 1.02
C 0.16 4.24 -0.47
F 1.18 5.08 -0.70
F 0.02 3.43 -1.57
F -0.94 4.95 -0.26
H 4.07 2.62 3.14
H 3.71 4.31 2.65
H 4.11 3.16 1.42
H 1.74 2.48 3.09
H 2.26 1.73 1.78
C 4.50 -1.18 0.01
C 5.63 -0.15 -0.27
O 6.67 -0.37 0.67
C 6.57 -0.13 1.99
O 5.72 0.69 2.45
C 7.75 -0.64 2.89
F 8.65 -1.34 2.22
F 8.26 0.49 3.44
F 7.33 -1.43 3.89
H 4.91 -2.04 0.55
H 4.03 -1.60 -0.88
H 3.70 -0.78 0.63
H 5.20 0.83 -0.09
H 5.93 -0.17 -1.32
C 7.28 0.26 -5.61
C 6.36 -0.93 -6.06
O 5.33 -1.19 -5.12
C 4.04 -1.48 -5.51
O 3.69 -1.29 -6.72
C 3.16 -1.89 -4.35
F 3.85 -2.00 -3.16
F 2.14 -1.00 -4.18
F 2.70 -3.13 -4.62
H 8.34 0.16 -5.84
H 7.26 0.37 -4.52
H 6.86 1.21 -5.93
H 6.80 -1.92 -6.15
H 5.99 -0.59 -7.03
C 3.07 -4.25 1.75
C 1.70 -3.47 1.66
O 0.51 -4.35 1.47
C -0.67 -3.84 1.35
O -0.93 -2.67 0.98
C -1.83 -4.95 1.36
F -2.15 -5.35 2.58
F -2.94 -4.42 0.82
F -1.45 -6.01 0.75
H 3.85 -3.49 1.75
H 3.36 -4.91 0.94
H 3.18 -4.83 2.67
H 1.68 -2.69 0.90
H 1.50 -2.78 2.48
C -8.94 -1.12 -0.14
C -7.56 -0.43 -0.37
O -6.69 -1.48 -0.84
C -6.28 -1.37 -2.13
O -6.66 -0.50 -2.93
C -5.45 -2.58 -2.56
F -6.15 -3.69 -2.56
F -4.82 -2.36 -3.68
F -4.57 -2.77 -1.61
H -8.79 -2.07 0.37
H -9.38 -1.25 -1.13
H -9.78 -0.61 0.32
H -7.30 0.08 0.56
H -7.69 0.51 -0.91

Record 4
The following is a DFT calculation (the ωB97M-V functional and the def2-TZVPD basis) of C26H38BaBrNOP2 as an isolated structure in a non-equilibrium geometry.

## Properties
* net charge: +2
* LUMO level: -8.09 eV
* energy relative to the best compared isomer or geometry (same formula, charge and spin): 0.0 kcal/mol
* Kohn-Sham gap: 5.48 eV

CARTESIAN COORDINATES (ANGSTROEM)
C -0.56 5.74 -5.72
C -0.81 4.47 -6.27
C -1.11 4.38 -7.64
C -1.18 5.59 -8.37
N -0.98 6.77 -7.82
C -0.66 6.88 -6.53
C -0.77 3.34 -5.35
C -0.59 3.13 -4.12
C -0.47 3.03 -2.72
C 0.76 3.20 -2.03
C 0.86 2.84 -0.70
C -0.21 2.21 -0.05
C -1.48 2.24 -0.66
C -1.60 2.58 -2.00
Ba -1.04 0.69 -4.77
P 1.84 -0.63 -1.60
H -1.29 3.44 -8.15
H -0.30 5.86 -4.67
H -1.43 5.59 -9.45
H -0.49 7.87 -6.11
H -2.57 2.56 -2.52
H 1.65 3.58 -2.55
H -2.35 2.00 -0.05
H 1.79 3.00 -0.14
C 2.08 -2.19 -0.63
C 2.97 -3.30 -1.18
H 1.05 -2.57 -0.49
H 2.44 -1.88 0.37
H 3.14 -4.05 -0.39
H 2.50 -3.83 -2.01
H 3.96 -2.95 -1.49
C 2.42 -1.04 -3.30
C 3.41 -0.10 -3.99
H 1.50 -1.10 -3.91
H 2.82 -2.07 -3.28
H 3.31 -0.22 -5.08
H 3.23 0.95 -3.76
H 4.45 -0.34 -3.74
C 3.25 0.36 -0.90
C 4.62 -0.31 -0.77
H 2.90 0.67 0.10
H 3.32 1.27 -1.51
H 5.34 0.45 -0.44
H 4.63 -1.11 -0.03
H 5.00 -0.71 -1.72
Br -0.87 -0.16 1.23
P -2.57 -3.21 -4.43
C -0.82 -3.64 -4.16
C -0.53 -5.05 -4.68
H -0.61 -3.57 -3.08
H -0.20 -2.89 -4.69
H 0.55 -5.19 -4.85
H -0.85 -5.82 -3.98
H -1.03 -5.24 -5.64
C -3.16 -2.79 -2.74
C -4.36 -3.68 -2.35
H -3.44 -1.73 -2.74
H -2.34 -2.96 -2.04
H -4.55 -3.65 -1.27
H -5.28 -3.33 -2.84
H -4.22 -4.73 -2.65
C -2.61 -1.73 -5.47
C -3.51 -1.91 -6.68
H -1.56 -1.58 -5.82
H -3.04 -0.93 -4.80
H -3.89 -0.94 -7.00
H -2.96 -2.36 -7.51
H -4.36 -2.57 -6.46
O 0.82 1.85 2.07
C 0.06 1.51 1.20